C18H23N5OS | ωB97M-V/def2-TZVPD

Each line ends with the Mulliken charge.
Geometry (Å):
N 1.07178 -2.32005 6.24709  -0.399
C 0.67306 -1.82840 5.28949  0.331
C 0.15500 -1.27135 4.08027  0.364
N 0.64179 -0.20007 3.57046  -1.120
N -0.01214 0.10966 2.43576  0.585
C -1.06029 -0.70656 2.01866  0.435
N -1.82244 -0.60789 1.02314  -0.479
C -1.61117 0.50225 0.10722  -1.413
C -0.51685 0.20893 -0.91874  0.922
C -0.25850 1.43409 -1.83037  -1.175
C -0.14777 0.87190 -3.24569  -0.715
C -1.16366 -0.26788 -3.22441  0.064
N -1.07747 -1.16195 -4.35627  -0.183
C -2.15938 -1.51529 -5.10161  0.562
O -3.27969 -1.07920 -4.92417  -0.633
C -1.84700 -2.47545 -6.15784  -0.006
C -1.59560 -3.25299 -7.03780  -0.752
C -1.28530 -4.21889 -8.09063  0.832
C 0.22641 -4.46100 -8.20391  -0.910
C 0.53578 -5.47052 -9.30498  -0.685
C -0.20887 -6.78352 -9.07890  -0.621
C -1.71203 -6.54704 -8.96048  -0.651
C -2.03113 -5.54199 -7.85830  -0.889
C -0.90208 -0.94211 -1.87219  -1.332
S -1.17065 -2.01169 3.21353  -0.143
H 0.28250 0.93578 1.94614  0.307
H -2.54957 0.67745 -0.42379  0.462
H -1.38175 1.43833 0.63957  0.391
H 0.39835 -0.05553 -0.38134  0.560
H -1.11668 2.11128 -1.77905  0.407
H 0.61834 2.00586 -1.52648  0.375
H -0.34953 1.60565 -4.02556  0.367
H 0.85295 0.46125 -3.41923  0.314
H -2.17331 0.14407 -3.24699  0.246
H -0.20308 -1.61902 -4.55721  0.275
H -1.63576 -3.79521 -9.03969  0.287
H 0.73726 -3.51440 -8.38957  0.397
H 0.58924 -4.83835 -7.24222  0.318
H 0.24004 -5.04974 -10.27242  0.336
H 1.61228 -5.64556 -9.35579  0.326
H 0.00234 -7.48333 -9.88996  0.318
H 0.15555 -7.24929 -8.15665  0.309
H -2.09443 -6.16870 -9.91497  0.339
H -2.23216 -7.48688 -8.76554  0.311
H -1.72597 -5.94548 -6.88755  0.327
H -3.10394 -5.35234 -7.80093  0.384
H -0.06957 -1.64207 -1.98444  0.261
H -1.75840 -1.51234 -1.51290  0.390

Force components x, y, z for each atom (eV/Å):
N -0.03 0.01 0.02
C 0.06 -0.01 -0.03
C -0.03 0.01 0.01
N 0.00 0.00 0.00
N 0.00 0.00 0.00
C 0.00 0.00 0.00
N 0.00 0.00 -0.01
C -0.01 0.00 0.00
C 0.00 0.00 0.00
C 0.00 0.00 0.00
C 0.00 0.00 0.00
C 0.01 0.00 0.01
N 0.00 -0.01 0.01
C -0.02 0.00 0.00
O 0.00 0.00 0.00
C 0.03 0.01 -0.01
C 0.03 0.00 0.01
C -0.03 -0.01 0.00
C 0.00 0.00 0.00
C 0.00 0.00 0.00
C 0.00 0.00 0.00
C 0.00 0.00 0.00
C 0.00 0.00 0.00
C 0.00 0.00 0.00
S 0.00 0.00 0.00
H 0.00 0.00 0.00
H 0.00 0.00 0.00
H 0.00 0.00 0.00
H 0.00 0.00 0.00
H 0.00 0.00 0.00
H 0.00 0.00 0.00
H 0.00 0.00 0.00
H 0.00 0.00 0.00
H 0.00 0.00 0.00
H 0.00 0.00 0.00
H 0.00 0.00 0.00
H 0.00 0.00 0.00
H 0.00 0.00 0.00
H 0.00 0.00 0.00
H 0.00 0.00 0.00
H 0.00 0.00 0.00
H 0.00 0.00 0.00
H 0.00 0.00 0.00
H 0.00 0.00 0.00
H 0.00 0.00 0.00
H 0.00 0.00 0.00
H 0.00 0.00 0.00
H 0.00 0.00 0.00

Computed properties:
calculated total energy	-39370.626	eV
relative energy (zero: lowest compared OMol25 entry of this formula, charge and spin)	260.4	kJ/mol
E_HOMO	-8.94	eV
orbital gap	8.96	eV
E_LUMO	0.02	eV